{"formula": "C64H54CsO2P3Si", "method": "ωB97M-V/def2-TZVPD", "species": ["Cs", "C", "C", "C", "C", "C", "C", "P", "C", "C", "C", "C", "C", "C", "C", "C", "C", "C", "C", "C", "Si", "C", "C", "C", "C", "C", "C", "P", "C", "C", "C", "C", "C", "C", "C", "C", "C", "C", "C", "C", "C", "C", "C", "C", "C", "C", "P", "C", "C", "C", "C", "C", "C", "C", "C", "C", "C", "C", "C", "H", "H", "H", "H", "H", "H", "H", "H", "H", "H", "H", "H", "H", "H", "H", "H", "H", "H", "H", "H", "H", "H", "H", "H", "H", "H", "H", "H", "H", "H", "H", "H", "H", "H", "H", "H", "H", "H", "H", "H", "H", "H", "O", "H", "H", "O", "H", "H", "H", "C", "C", "C", "C", "C", "C", "C", "C", "C", "C", "H", "H", "H", "H", "H", "H", "H"], "coordinates": [[-17.139271, 9.852279, -7.106197], [-26.217944, 2.298838, -16.300509], [-26.170270, 0.884761, -16.172580], [-25.055526, 0.331458, -15.539953], [-23.865267, 1.064422, -15.387827], [-23.849504, 2.404920, -15.789949], [-24.994411, 2.985503, -16.301243], [-22.535461, 0.372575, -14.240378], [-22.674497, -1.239455, -14.979757], [-22.773725, -2.422192, -14.103051], [-23.524330, -3.483773, -14.547924], [-24.406763, -3.474536, -15.685235], [-24.195573, -2.478477, -16.547120], [-23.180132, -1.557334, -16.265702], [-23.226016, 0.133061, -12.525686], [-24.373028, -0.669197, -12.185055], [-24.584057, -0.990192, -10.822128], [-23.606630, -0.824126, -9.830255], [-22.517812, 0.003766, -10.111599], [-22.465224, 0.651689, -11.411354], [-21.471919, 2.191110, -11.074188], [-19.676508, 2.725991, -11.796739], [-19.764099, 3.861392, -12.558525], [-19.081963, 3.838377, -13.799737], [-18.418549, 2.730089, -14.384486], [-18.339769, 1.499114, -13.718697], [-18.801786, 1.534270, -12.136444], [-17.200113, 0.887733, -11.571965], [-17.210965, -0.700477, -10.969816], [-16.975836, -1.665395, -11.962209], [-16.888321, -3.014535, -11.594046], [-17.069601, -3.392556, -10.266600], [-17.062275, -2.350199, -9.341618], [-17.134726, -1.030495, -9.639471], [-16.620648, 1.739104, -10.181482], [-17.730679, 1.827720, -9.327789], [-17.585444, 2.306953, -8.067912], [-16.356698, 2.852055, -7.616672], [-15.279359, 2.687707, -8.469930], [-15.375338, 2.092033, -9.721019], [-21.952373, 3.224156, -9.538345], [-21.147682, 3.234690, -8.312556], [-20.481044, 4.376155, -8.035764], [-20.919201, 5.612660, -8.514974], [-21.952738, 5.657667, -9.413822], [-22.688740, 4.492379, -9.773871], [-24.397137, 4.599058, -10.419138], [-24.894142, 6.295668, -10.510451], [-25.533069, 7.084429, -9.519917], [-25.352396, 8.503263, -9.545248], [-24.940184, 9.263071, -10.661085], [-24.423839, 8.440003, -11.771462], [-24.416548, 7.034699, -11.757365], [-25.778588, 3.935465, -9.506185], [-27.011834, 4.434298, -9.911559], [-28.146417, 3.660070, -9.765314], [-28.089683, 2.483840, -8.954897], [-26.883981, 2.101516, -8.410286], [-25.704802, 2.797788, -8.746060], [-27.171070, 2.816608, -16.377008], [-26.979566, 0.235314, -16.602434], [-25.154045, -0.696822, -15.160742], [-22.919261, 2.936274, -15.561913], [-24.980333, 4.017865, -16.535280], [-22.211452, -2.425647, -13.131489], [-23.577839, -4.407217, -13.942106], [-25.211118, -4.195498, -15.687229], [-24.718499, -2.265777, -17.487518], [-22.792957, -0.932296, -17.030233], [-25.046395, -1.027630, -12.965827], [-25.502324, -1.514048, -10.562505], [-23.602666, -1.354668, -8.873132], [-21.796669, 0.221365, -9.340658], [-20.518895, 4.686174, -12.286741], [-19.051170, 4.788044, -14.379803], [-17.944572, 2.720398, -15.611458], [-18.257044, 0.641180, -14.270504], [-16.769841, -1.313229, -12.962998], [-16.738634, -3.750650, -12.349913], [-17.073917, -4.404298, -9.897762], [-16.931845, -2.563443, -8.276593], [-16.982133, -0.272355, -8.843236], [-18.665766, 1.431751, -9.721926], [-18.458613, 2.324767, -7.417193], [-16.307099, 3.290523, -6.617302], [-14.283803, 3.012191, -8.119250], [-14.491948, 1.968310, -10.354444], [-21.198588, 2.312416, -7.747373], [-19.530173, 4.347712, -7.485521], [-20.421815, 6.556747, -8.270075], [-22.107614, 6.565795, -10.032099], [-26.505483, 6.768843, -9.059876], [-25.562309, 8.943550, -8.550231], [-25.276777, 10.311135, -10.960186], [-23.911807, 8.742266, -12.740361], [-24.085423, 6.464229, -12.653740], [-27.016840, 5.442944, -10.384146], [-29.118665, 3.947813, -10.185525], [-29.028617, 1.963572, -8.716709], [-26.828982, 1.360226, -7.637815], [-24.749785, 2.491449, -8.288373], [-14.188666, 13.119371, -8.437129], [-14.920082, 13.581234, -7.962486], [-13.429855, 13.188035, -7.773082], [-16.722314, 8.895073, -4.156736], [-15.969605, 8.270327, -4.165452], [-17.218149, 8.633129, -3.346106], [-14.809012, 7.785959, -8.032246], [-16.145114, 12.498643, -15.990098], [-14.813549, 12.496872, -15.478737], [-14.724217, 12.048653, -14.205773], [-15.915268, 11.783758, -13.463822], [-16.075568, 12.035823, -12.134669], [-17.103407, 11.733272, -11.276062], [-18.045195, 10.918638, -11.865649], [-18.184216, 10.936469, -13.255322], [-17.302894, 11.638773, -14.102008], [-17.307039, 12.027032, -15.395965], [-16.282189, 12.947194, -16.948783], [-13.943610, 12.796958, -16.040376], [-13.762468, 12.257280, -13.678463], [-17.167549, 12.246504, -10.290886], [-18.724845, 10.235040, -11.280479], [-19.015986, 10.412723, -13.727910], [-18.112719, 11.840459, -16.100026]], "forces_ev_per_a": [[0.58, -0.40, -0.59], [0.94, -1.07, -0.80], [-0.49, 0.57, 0.11], [-0.40, -0.16, -0.54], [-0.97, 0.16, 1.91], [0.98, -1.16, 0.37], [-1.04, -0.23, 1.00], [0.82, 2.07, -0.69], [-1.59, -4.65, 0.90], [0.72, 1.43, -0.89], [-1.08, -1.66, 0.58], [0.71, -0.77, 2.73], [1.22, 1.24, -1.99], [1.06, 1.35, 0.97], [-0.85, -0.63, 1.24], [1.61, 1.15, 0.83], [-0.32, -0.83, -0.60], [0.62, 0.46, -0.50], [-2.10, -0.09, -1.51], [1.20, -1.21, 0.83], [1.39, 1.33, -1.35], [-0.87, -3.97, 1.74], [-0.03, 0.61, -2.20], [0.34, 2.41, -0.23], [0.72, -2.16, -2.16], [-2.66, 4.98, 3.17], [-0.06, 1.36, -3.73], [1.37, 2.31, -4.05], [0.15, -1.85, -0.14], [-0.12, -0.92, 1.20], [-0.78, 0.38, -0.10], [0.58, 1.20, -0.01], [0.04, -1.54, 1.99], [0.43, 0.36, 0.49], [-1.50, 0.39, 1.76], [0.36, 0.32, 0.02], [-0.16, 1.21, 1.60], [-1.05, -1.11, -0.64], [1.47, 0.54, 1.02], [0.12, 0.30, -0.55], [-2.22, 1.06, 1.23], [-1.34, -0.75, -2.99], [1.07, 1.38, 1.96], [0.92, 0.23, -1.01], [-1.25, 0.41, -0.38], [1.71, -0.50, 1.02], [0.65, -1.16, -2.44], [0.90, 3.04, -2.32], [0.11, 0.83, -1.84], [-0.62, 0.48, 0.13], [0.21, -1.87, -2.08], [0.06, -0.71, -0.53], [-0.45, -0.26, 3.26], [0.87, -0.24, 0.38], [-0.79, 0.52, -0.79], [-0.36, -0.67, 0.98], [-0.61, 0.81, -0.67], [0.61, 0.81, 0.05], [-0.32, -0.87, 1.27], [0.22, -0.05, -0.69], [0.45, 0.73, 1.22], [0.22, 0.67, -0.47], [-0.42, 0.19, -0.49], [-0.06, 0.96, -0.09], [-0.86, -0.12, -0.99], [0.08, 0.68, -0.08], [0.06, -0.11, -0.42], [0.07, -0.60, 0.33], [-0.57, 0.95, -0.86], [0.14, 0.11, 0.37], [0.16, -0.11, -0.08], [-0.56, 0.24, -0.26], [0.20, 0.00, -0.05], [1.35, -1.27, -0.50], [-0.15, -0.72, 0.41], [-1.74, 0.43, 3.82], [0.94, -2.30, -0.84], [-0.21, -0.18, -0.11], [0.12, -0.51, -0.48], [0.12, -0.26, -0.25], [-0.26, -0.39, -0.21], [-0.50, -0.73, -0.73], [-0.04, 0.30, 0.57], [0.16, 0.05, 0.03], [0.28, -0.08, -0.45], [-0.57, -0.07, -0.28], [-0.28, 0.05, 0.24], [1.29, -0.28, -0.23], [-0.74, 0.06, 0.50], [0.24, -0.56, -0.22], [-0.55, -0.22, 1.10], [1.88, -0.23, 0.97], [-0.63, 0.36, -1.01], [1.19, -1.22, 1.34], [-1.23, 0.81, 1.39], [0.00, 0.37, 1.06], [-0.40, -1.35, -0.04], [0.49, 0.11, 0.23], [0.55, 0.12, -0.17], [-0.04, -0.60, 0.00], [-0.42, 0.02, -0.57], [0.73, 0.73, 2.21], [0.75, -0.47, -0.70], [-1.48, -0.24, -1.43], [-0.08, -0.74, 1.12], [-0.38, 0.40, -0.28], [0.47, 0.35, -0.94], [-0.41, 0.33, 0.54], [0.14, 0.39, -0.99], [-1.76, -0.79, 0.07], [0.76, 0.89, 1.30], [-2.69, 0.69, -0.81], [1.96, 0.65, 3.08], [1.64, 1.21, -0.54], [-2.35, -1.73, -0.58], [-1.00, -0.05, 0.15], [3.91, -1.44, 2.79], [0.59, 0.32, -2.68], [-0.04, -0.02, -0.93], [-0.08, 0.21, -0.22], [-0.90, -0.75, -0.03], [-0.21, -0.59, -0.40], [0.46, 0.63, -0.57], [-0.02, 0.08, 0.20], [-0.53, 0.41, 0.24]], "lowdin_charge": [0.3557, -0.0834, -0.0826, -0.1267, -0.3490, -0.0967, -0.0994, 1.0955, -0.3737, -0.0964, -0.1158, -0.1155, -0.1450, -0.1374, -0.3567, -0.0874, -0.1097, -0.1033, -0.1395, -0.3170, 0.8687, -0.3375, -0.2017, -0.1652, -0.1742, -0.1793, -0.3099, 0.9642, -0.4026, -0.0921, -0.0962, -0.0969, -0.1205, -0.0905, -0.3923, -0.1646, -0.1023, -0.0706, -0.1023, -0.0791, -0.2806, -0.1251, -0.1278, -0.1083, -0.1285, -0.3624, 1.0655, -0.4013, -0.1077, -0.1156, -0.0781, -0.1109, -0.0878, -0.4102, -0.1434, -0.0802, -0.1086, -0.1030, -0.0898, 0.0933, 0.1097, 0.0914, 0.1050, 0.0840, 0.1278, 0.0980, 0.0927, 0.1166, 0.0978, 0.0915, 0.0861, 0.0977, 0.0735, 0.1137, 0.0840, 0.1535, 0.0238, 0.0841, 0.0812, 0.0866, 0.0994, 0.1171, 0.0782, 0.0863, 0.0986, 0.1056, 0.1077, 0.0936, 0.0964, 0.0988, 0.1106, 0.1137, 0.0969, 0.1120, 0.1107, 0.1007, 0.0951, 0.0979, 0.0938, 0.0895, 0.1097, -0.1078, 0.0325, 0.0612, -0.2035, 0.0486, 0.0519, -0.3339, -0.1366, -0.1338, -0.0934, -0.2263, -0.0636, -0.2391, -0.1770, -0.0954, -0.2082, -0.1063, 0.0594, 0.0778, 0.1060, 0.0508, 0.0844, 0.0876, 0.0936], "fmax_ev_per_a": 6.47, "relative_energy_ev": 13.009, "lumo_ha": 0.0816, "gap_ev": 2.78, "total_charge": -2}